No. 1
This record from the Open Molecules 2025 dataset describes a structure of composition C27H48ClErO2P at a distorted geometry. The level of theory is the ωB97M-V functional and the def2-TZVPD basis.

Cartesian coordinates (Å):
Er: -0.60 -2.30 -0.11
P: -0.03 0.55 -0.23
Cl: -1.92 -2.93 -2.13
C: 0.87 -4.13 -0.23
H: 0.50 -4.43 -1.24
H: 0.94 -4.90 0.53
C: -1.50 1.66 -0.60
C: 1.14 0.63 -1.71
C: -2.24 1.18 -1.87
H: -2.15 1.44 0.26
C: -3.61 1.85 -1.99
H: -1.63 1.41 -2.76
H: -2.37 0.08 -1.86
C: -3.53 3.38 -1.92
H: -4.08 1.55 -2.94
H: -4.25 1.49 -1.18
C: -2.70 3.88 -0.73
H: -3.10 3.77 -2.85
H: -4.55 3.80 -1.85
C: -1.32 3.19 -0.63
H: -2.55 4.97 -0.81
H: -3.25 3.70 0.20
H: -0.69 3.49 -1.48
H: -0.82 3.55 0.28
C: 0.94 1.35 1.17
C: 1.26 1.96 -2.47
H: 2.12 0.40 -1.25
C: 2.41 1.89 -3.49
H: 0.32 2.17 -3.00
H: 1.44 2.80 -1.79
C: 2.29 0.68 -4.44
H: 2.44 2.82 -4.08
H: 3.36 1.82 -2.95
C: 1.97 -0.63 -3.73
H: 1.51 0.89 -5.18
H: 3.23 0.57 -5.00
C: 0.82 -0.49 -2.72
H: 1.71 -1.41 -4.47
H: 2.86 -0.99 -3.18
H: -0.12 -0.26 -3.25
H: 0.66 -1.48 -2.24
C: 0.03 1.65 2.38
H: 1.62 0.52 1.47
C: 0.82 2.17 3.61
H: -0.73 2.40 2.11
H: -0.52 0.75 2.68
C: 1.76 3.33 3.28
H: 0.11 2.48 4.39
H: 1.40 1.33 4.02
C: 2.65 3.05 2.05
H: 1.17 4.23 3.09
H: 2.40 3.54 4.15
C: 1.85 2.55 0.83
H: 3.20 3.96 1.78
H: 3.39 2.28 2.31
H: 1.25 3.38 0.43
H: 2.56 2.27 0.05
C: -1.83 -2.25 1.89
C: -1.29 -3.47 1.64
H: -1.51 -1.21 1.54
C: -0.59 -4.25 2.70
H: -1.51 -4.05 0.67
C: -1.58 -4.41 3.87
H: -0.23 -5.22 2.29
H: 0.30 -3.65 3.00
C: -2.11 -3.02 4.27
H: -2.42 -5.04 3.53
H: -1.12 -4.94 4.72
C: -2.76 -2.29 3.07
H: -2.79 -3.07 5.14
H: -1.27 -2.45 4.66
H: -3.64 -2.87 2.76
H: -3.13 -1.29 3.36
C: 3.07 -4.12 -1.72
O: 3.07 -3.10 -0.66
C: 1.87 -3.08 -0.07
O: 1.53 -1.97 0.49
H: 3.06 -5.11 -1.25
H: 3.96 -3.97 -2.32
H: 2.17 -4.01 -2.34

**Energy**: -3024.6566 Eh
**Energy relative to the best compared isomer or geometry (same formula, charge and spin)**: 3.3724 eV
**Charge**: -1
**Max |F|**: 0.08317 Eh/bohr
**Orbital gap (alpha / beta)**: 3.59 / 3.62 eV
**2S+1**: 4
**⟨S²⟩**: 3.7549

No. 2
This record from the Open Molecules 2025 dataset describes a cluster of 2 separate species, C18H24F4N2O7S in total at a distorted geometry. The level of theory is the ωB97M-V functional and the def2-TZVPD basis.

Cartesian coordinates (Å):
C: 4.63 1.27 2.39
C: 3.92 0.92 1.08
O: 3.33 2.02 0.43
C: 2.20 2.54 1.12
C: 1.38 3.35 0.11
C: -0.13 3.18 0.25
O: -0.53 2.91 1.60
C: -0.93 4.45 -0.11
O: -0.58 5.57 0.16
N: -2.14 4.08 -0.71
C: -2.32 2.61 -0.67
C: -3.23 2.22 0.50
F: -4.38 3.03 0.32
C: -3.69 0.78 0.58
C: -4.45 0.52 1.88
C: -0.82 2.20 -0.70
S: -0.23 0.52 -0.60
O: -0.37 0.01 0.73
O: 1.05 0.49 -1.26
C: -1.32 -0.54 -1.72
F: -1.74 -1.58 -1.03
F: -2.36 0.12 -2.21
F: -0.59 -0.95 -2.73
H: 3.95 1.32 3.23
H: 5.15 2.23 2.30
H: 5.38 0.50 2.61
H: 4.64 0.50 0.37
H: 3.16 0.15 1.27
H: 1.62 1.72 1.55
H: 2.53 3.18 1.94
H: 1.61 4.41 0.16
H: 1.70 3.00 -0.88
H: -0.36 3.71 2.11
H: -2.90 4.61 -0.29
H: -2.81 2.32 -1.60
H: -2.79 2.51 1.45
H: -2.82 0.12 0.58
H: -4.31 0.56 -0.29
H: -5.03 1.39 2.18
H: -3.75 0.28 2.68
H: -5.14 -0.32 1.77
H: -0.49 2.54 -1.69
C: 0.63 -3.64 -0.53
C: 0.29 -3.86 -1.87
C: 0.57 -5.07 -2.47
C: 1.17 -6.06 -1.72
C: 1.50 -5.88 -0.39
C: 1.23 -4.66 0.20
N: 1.45 -7.36 -2.35
O: 1.16 -7.49 -3.52
O: 1.95 -8.23 -1.66
H: 0.42 -2.69 -0.06
H: -0.19 -3.07 -2.42
H: 0.32 -5.25 -3.50
H: 1.97 -6.68 0.17
H: 1.49 -4.49 1.24

**Energy**: -2134.0153 Eh
**Max |F|**: 0.02339 Eh/bohr
**SMILES**: CCOCC[C@@]1(O)C(=O)N[C@H]([C@@H](F)CC)[C@@H]1S(=O)(=O)C(F)(F)F.O=[N+]([O-])c1ccccc1
**Orbital gap**: 9.54 eV

No. 3
This record from the Open Molecules 2025 dataset describes a structure of composition C8H25BClCoNO4 at a distorted geometry. The level of theory is the ωB97M-V functional and the def2-TZVPD basis.

Cartesian coordinates (Å):
Co: 7.79 4.12 2.52
B: 8.42 5.61 4.22
H: 7.38 5.28 4.64
H: 8.41 5.96 3.10
H: 8.95 6.43 4.84
H: 9.01 4.59 4.26
Cl: 9.81 4.32 1.15
C: 6.59 2.18 4.51
C: 7.78 1.38 3.97
O: 8.64 2.26 3.28
O: 6.21 3.30 3.67
H: 6.84 2.62 5.49
H: 5.80 1.47 4.77
H: 7.46 0.61 3.27
H: 8.29 1.00 4.86
H: 9.59 2.28 3.47
H: 5.26 3.35 3.86
C: 6.38 9.87 -0.83
O: 7.12 8.73 -0.43
C: 6.38 7.96 0.50
C: 7.14 6.67 0.78
N: 6.49 5.69 1.65
C: 5.31 5.04 0.98
C: 5.71 3.71 0.34
O: 6.73 3.04 1.05
C: 7.29 1.97 0.25
H: 5.46 9.60 -1.36
H: 7.03 10.39 -1.54
H: 6.24 10.56 0.00
H: 5.35 7.81 0.18
H: 6.35 8.53 1.44
H: 8.10 6.87 1.26
H: 7.38 6.13 -0.14
H: 6.08 6.11 2.48
H: 4.95 5.76 0.25
H: 4.44 4.97 1.65
H: 6.07 3.98 -0.66
H: 4.83 3.09 0.18
H: 7.58 2.37 -0.72
H: 6.53 1.19 0.16
H: 8.18 1.67 0.79

**Energy**: -2543.2323 Eh
**Energy relative to the best compared isomer or geometry (same formula, charge and spin)**: 1.1187 eV
**Max |F|**: 0.04408 Eh/bohr
**Orbital gap (alpha / beta)**: 8.17 / 8.18 eV
**2S+1**: 4
**⟨S²⟩**: 3.7557

No. 4
This record from the Open Molecules 2025 dataset describes a structure of composition C2H3CsO2 at a distorted geometry. The level of theory is the ωB97M-V functional and the def2-TZVPD basis.

Cartesian coordinates (Å):
H: -1.00 1.14 0.84
O: 0.44 -0.20 1.50
C: -0.60 0.13 0.75
C: -0.80 -0.62 -0.43
O: -0.22 -0.32 -1.50
H: 0.60 0.42 2.22
H: -1.25 -1.62 -0.29
Cs: 2.82 1.08 -3.10

**Energy**: -248.3323 Eh
**Energy relative to the best compared isomer or geometry (same formula, charge and spin)**: 1.3595 eV
**Charge**: +1
**Max |F|**: 0.07446 Eh/bohr
**Orbital gap (alpha / beta)**: 6.85 / 9.65 eV
**2S+1**: 2
**⟨S²⟩**: 0.7539

No. 5
This record from the Open Molecules 2025 dataset describes the molecule C19H25ClN4O2. The level of theory is the ωB97M-V functional and the def2-TZVPD basis.

Cartesian coordinates (Å):
C: 5.19 1.69 0.13
O: 4.84 0.40 0.54
C: 4.95 -0.57 -0.48
C: 4.36 -1.91 0.00
N: 2.91 -2.00 0.09
C: 2.27 -1.57 1.31
C: 1.85 -0.10 1.31
H: 1.34 0.14 2.24
H: 2.73 0.53 1.22
C: 0.92 0.16 0.12
N: 0.58 1.56 0.05
C: -0.64 2.14 0.05
C: -0.45 3.50 0.01
C: 0.94 3.65 -0.02
N: 1.54 2.48 0.00
H: 1.51 4.56 -0.06
H: -1.20 4.27 0.00
N: -1.83 1.41 0.10
C: -2.20 0.48 -0.83
O: -1.53 0.21 -1.81
C: -3.53 -0.15 -0.58
C: -3.91 -0.69 0.65
C: -5.15 -1.29 0.81
C: -6.02 -1.35 -0.26
C: -5.65 -0.84 -1.49
C: -4.41 -0.25 -1.65
H: -4.10 0.14 -2.60
H: -6.33 -0.90 -2.33
H: -6.99 -1.81 -0.12
H: -5.42 -1.70 1.77
Cl: -2.82 -0.68 2.01
H: -2.50 1.68 0.80
C: 1.61 -0.27 -1.18
H: 2.44 0.42 -1.35
C: 2.11 -1.71 -1.07
H: 1.23 -2.37 -1.02
H: 2.67 -1.98 -1.97
H: 0.90 -0.18 -2.00
H: -0.01 -0.41 0.25
H: 1.37 -2.19 1.44
H: 2.94 -1.76 2.15
C: 4.89 -3.04 -0.88
H: 4.39 -3.97 -0.61
H: 4.71 -2.84 -1.93
H: 5.96 -3.17 -0.73
H: 4.73 -2.06 1.02
H: 6.01 -0.72 -0.73
H: 4.44 -0.23 -1.39
H: 5.12 2.33 1.01
H: 6.21 1.72 -0.26
H: 4.50 2.06 -0.64

**Energy**: -1568.6971 Eh
**Energy relative to the best compared isomer or geometry (same formula, charge and spin)**: 1.3780 eV
**Max |F|**: 0.01584 Eh/bohr
**SMILES**: COC[C@H](C)N1CCC(n2nccc2NC(=O)c2ccccc2Cl)CC1
**Orbital gap**: 8.35 eV

No. 6
This record from the Open Molecules 2025 dataset describes a cluster of 3 separate species, C3H13NO2 in total at a distorted geometry. The level of theory is the ωB97M-V functional and the def2-TZVPD basis.

Cartesian coordinates (Å):
C: -1.81 0.60 -1.47
C: -0.42 0.13 -1.13
C: 0.69 1.05 -0.52
N: -0.45 -1.11 -0.38
H: -1.70 1.56 -1.98
H: -2.27 -0.10 -2.14
H: -2.40 0.79 -0.59
H: 0.05 -0.41 -1.94
H: 1.60 0.59 -0.90
H: 0.75 2.09 -0.84
H: 0.53 0.92 0.59
H: -0.37 -1.84 -1.16
H: -1.40 -1.29 0.03
H: -0.36 0.50 3.41
H: 1.06 0.71 3.29
O: 0.21 0.81 2.81
H: 2.74 -2.14 0.91
H: 1.40 -1.32 0.71
O: 2.14 -1.55 1.32

**Energy**: -327.2837 Eh
**Energy relative to the best compared isomer or geometry (same formula, charge and spin)**: 1.5836 eV
**Max |F|**: 0.10272 Eh/bohr
**SMILES**: CC(C)N.O.O
**Orbital gap**: 10.44 eV